A 5-piece molecular cluster, CH12O4 overall. Source: the OMol25 dataset; level of theory: ωB97M-V with the def2-TZVPD basis set.

Summary:
SMILES string = C.O.O.O.O
2S+1 = 1
Gap between HOMO and LUMO = 11.42 eV
Lowest unoccupied orbital energy = 0.442 eV
HOMO level = -0.404 Eh
Relative energy (zero: lowest compared OMol25 entry of this formula, charge and spin) = 0.458 eV

Structure (XYZ):
```
17
Properties=species:S:1:pos:R:3:mulliken_charge:R:1
C -0.53 2.12 0.93 -0.81
H -1.07 2.56 0.11 0.25
H -1.24 1.60 1.57 0.23
H -0.08 2.92 1.50 0.32
H 0.24 1.40 0.65 0.03
H -2.70 -0.12 -0.31 0.31
H -1.38 -0.49 -1.00 0.37
O -1.94 -0.70 -0.24 -0.66
H 1.67 -0.27 -0.35 0.31
H 2.87 -0.07 0.51 0.33
O 2.62 -0.07 -0.42 -0.65
H 0.71 0.54 -2.53 0.30
H 0.34 -0.97 -2.43 0.32
O 0.10 -0.09 -2.13 -0.68
H -0.62 -1.24 1.13 0.35
H -0.62 -2.03 2.44 0.30
O -0.16 -1.30 1.99 -0.62
```